1.
19
Properties=species:S:1:pos:R:3 method="wB97M-V/def2-TZVPD" gap_ev=9.8 smiles="CCC(=O)[C@H](C)ON" largest_force_ev_per_a=3.43 lumo_energy_ev=0.9 e_homo_ev=-8.867
C -0.6359 1.3164 0.1909
C 1.5513 -0.0335 0.0503
C -0.7661 0.9167 1.6411
C 1.3490 -1.4892 -0.3698
C 0.4924 0.8282 -0.6801
N -1.6837 -0.7652 -1.0329
O -1.7518 0.5689 -0.6058
O 0.6479 1.1694 -1.8304
H -0.7729 2.3900 0.0236
H -2.3971 -1.4532 -0.8003
H -1.5752 -0.7568 -2.0481
H 2.5336 0.3138 -0.2743
H 1.5205 0.0475 1.1332
H 0.0500 1.3306 2.2314
H -0.7998 -0.1652 1.7340
H -1.6971 1.3303 2.0280
H 2.1190 -2.1078 0.0891
H 1.4337 -1.5875 -1.4495
H 0.3821 -1.8533 -0.0305

2.
19
Properties=species:S:1:pos:R:3 method="wB97M-V/def2-TZVPD" gap_ev=10.8 smiles="CC(C)(C)C(=O)ON" largest_force_ev_per_a=2.95 lumo_energy_ev=0.7 e_homo_ev=-10.088
C -0.3961 0.1492 -0.0711
C 0.4723 1.4117 0.0494
C -1.7827 0.6239 -0.5816
C -0.6229 -0.5256 1.2896
C 0.1521 -0.8556 -1.1093
N 2.1827 -1.0351 0.1852
O 1.4560 -1.2792 -1.0537
O -0.5576 -1.2848 -2.0219
H 2.4510 -1.9879 0.4392
H 3.0328 -0.5982 -0.1762
H -1.2953 0.0666 1.9211
H 1.3612 1.2576 0.6669
H -0.0830 2.2333 0.5170
H 0.8093 1.7527 -0.9360
H -2.4694 -0.2183 -0.7270
H -2.2565 1.3131 0.1273
H -1.6918 1.1465 -1.5415
H -1.0670 -1.5201 1.1675
H 0.3049 -0.6496 1.8551

3.
19
Properties=species:S:1:pos:R:3 method="wB97M-V/def2-TZVPD" gap_ev=9.3 smiles="C=C(N)CCC=O.O" largest_force_ev_per_a=3.05 lumo_energy_ev=0.8 e_homo_ev=-8.522
O 0.0472 2.4223 -1.1082
C -0.8887 2.0611 -0.4519
C -1.1660 0.7749 0.3403
C -0.7586 -0.5451 -0.2625
C -0.3819 -1.4811 0.8350
C -1.1199 -1.7849 1.8965
N 0.9590 -2.0320 0.6114
H -1.8016 2.7186 -0.4125
H -0.8211 0.9841 1.3787
H -2.2538 0.8402 0.4315
H -1.5048 -0.9852 -0.9603
H 0.0177 -0.3013 -0.9794
H -0.6054 -2.3164 2.7232
H -2.0450 -1.2248 2.2446
H 1.1805 -2.7610 1.2596
H 1.6544 -1.3895 0.2748
H 2.2284 1.3607 -1.6281
H 1.8490 -0.0178 -1.8966
O 2.5620 0.4657 -1.4607